Below is C21H28ClInN3O2Se as an isolated structure at a distorted geometry, with properties calculated with the ωB97M-V functional and the def2-TZVPD basis.

Element x y z (Å)
H 3.52738 1.67017 0.38754
H -4.01579 -2.19870 0.15502
H -4.14800 3.13302 -1.62702
C -0.68976 -4.04305 1.62935
C -3.10045 3.01148 -1.92081
H 0.16345 2.68295 1.69180
N -0.33551 -2.03069 0.51063
H -0.68264 -2.71159 -2.31143
C 0.38298 2.61603 -1.63754
H -2.48889 3.65646 -1.27006
H -2.32843 -3.26133 -1.86666
C -1.02095 -2.86645 -0.24510
C 0.92246 -2.38407 2.64093
O -1.31260 -4.03839 0.29985
C 1.24846 2.53702 1.61865
In 0.81396 -0.42997 -0.84665
H -1.60208 -2.42515 3.64075
H 1.75167 -2.82816 2.08379
H 1.75052 3.24887 2.28488
H 0.26591 1.52923 -3.42475
H -1.33464 -0.86632 2.81473
H -1.40069 -4.50600 2.32299
H 0.39187 -0.54069 -2.37182
C -1.52351 -1.93464 2.66252
C -4.27590 -1.76350 -0.82399
H 0.83571 -2.88556 3.61237
H 0.22567 -4.64887 1.56335
H 3.47852 2.79556 -1.00059
H -4.37599 -2.59260 -1.53743
C -2.70172 1.56955 -1.79984
C -0.99239 -0.12639 -1.76795
O 0.43843 3.92827 -1.47142
C -1.96892 -1.13653 -1.58506
C 3.20280 2.65630 0.05201
H 0.62081 4.72019 0.43091
N 1.00712 1.89242 -0.74449
H -2.47783 -2.06125 2.13094
C -1.52461 -2.56220 -1.61884
H 1.50835 1.51689 1.91866
H 2.08223 4.83158 -0.60092
H -5.25653 -1.28367 -0.71986
H -2.99130 3.38716 -2.94858
C -3.60037 0.60829 -1.33129
Se 5.04946 -1.52121 1.40176
C 1.25435 4.18348 -0.28627
C -0.42253 2.08048 -2.76867
C 3.47316 -0.85681 1.00793
H 3.68897 3.43015 0.65783
H -4.60934 0.91632 -1.05339
H 1.13872 -1.32512 2.80787
C 1.69919 2.80480 0.19544
C -3.26395 -0.74891 -1.27047
N 2.39109 -0.38008 0.77665
C -1.41164 1.17465 -2.12927
C -0.37937 -2.56958 1.89016
H -0.86759 2.91169 -3.31970
Cl 2.32759 -1.76721 -2.19118

LUMO level (alpha / beta) ... 2.606 / 2.605 eV
HOMO (alpha / beta) ... -1.35 / -1.35 eV
Total charge ... -1
HOMO-LUMO gap (alpha / beta) ... 4.0 / 4.0 eV
2S+1 ... 1

=====

Below is C21H28CoF5N3OSTe as an isolated structure at a distorted geometry, with properties calculated with the ωB97M-V functional and the def2-TZVPD basis.

Element x y z (Å)
N -2.10813 0.03039 0.11518
H -3.86530 -0.99784 3.50248
C 1.39942 -5.11942 4.53711
H 0.29137 -2.66288 1.79717
F 2.36865 1.70203 -3.04219
C -4.47025 -1.77476 0.18873
H -5.51822 -2.05056 0.31208
C 0.02951 3.71579 1.72705
C -1.10758 -5.15600 4.48715
C 0.18442 -5.07468 2.36793
H -0.07802 5.04299 -1.38422
N -2.56526 -0.59967 1.31370
H 1.39271 -4.85888 5.59627
F 2.46913 -0.60764 -4.54252
S 0.04196 1.44027 4.06031
H 0.06667 4.01147 2.76937
C -0.02849 2.94507 -0.96123
Co -0.06509 0.09010 -0.29204
H -3.88257 -2.69495 0.15093
H 1.44277 -6.20747 4.45877
C 0.08895 -0.28841 4.21000
C 0.15165 -4.58898 3.81685
H -2.44650 -0.42376 -0.73600
Te 1.84797 -0.14524 -2.81587
H -5.82707 0.26543 1.56194
H -2.00999 -4.76628 4.01134
H -0.01604 2.66180 -2.00512
C -4.77344 0.43810 1.34184
C -4.01505 -0.88565 1.34910
C 0.01027 1.99663 0.04009
H -4.36748 1.11102 2.09892
F 1.71609 -2.03111 -2.51300
C 0.03547 -1.08875 5.34850
C 0.13240 -3.06472 3.91097
N 0.18103 0.04788 1.90805
C -4.23033 -1.60762 2.67537
H -1.15196 -4.90859 5.54808
H -1.11837 -6.24398 4.39842
H -0.02425 -0.65345 6.33703
H 1.07899 -4.73512 1.84351
H -0.69278 -4.73974 1.80967
F 3.61438 -0.37421 -2.27541
H 0.00420 -3.08008 6.06371
C -0.05382 4.29094 -0.60628
H -2.05389 -1.47272 1.39743
C 0.17002 -0.86541 2.94566
F -0.69202 -0.55953 -1.97020
O 1.56217 0.17118 -0.80511
C 0.05154 -2.45587 5.18107
H -4.38622 -1.27163 -0.77681
C 0.05271 2.36781 1.37985
H 0.18834 -6.16529 2.35288
H -0.04012 5.72371 0.99060
H -3.69424 -2.56039 2.68986
H -2.46742 0.98028 0.12093
H 2.30701 -4.70786 4.09280
H -4.72772 0.93128 0.36825
C 0.20142 -2.25323 2.79508
H -5.28932 -1.81560 2.82803
C 0.11573 1.26836 2.34022
C -0.02731 4.67432 0.72916

<S²> ... 3.86
LUMO level (alpha / beta) ... -1.063 / -2.553 eV
HOMO (alpha / beta) ... -8.99 / -8.99 eV
HOMO-LUMO gap (alpha / beta) ... 7.9 / 6.4 eV
Energy relative to the best compared isomer or geometry (same formula, charge and spin) ... 90.19 kcal/mol
2S+1 ... 4

=====

Q: Number 2 is which compound?
A: C21H28CoF5N3OSTe